1.
The following is a DFT calculation (ωB97M-V with the def2-TZVPD basis set) of 27 unconnected molecules or ions with the total composition C9H65F3NO29 at a distorted geometry.

```
! RIJCOSX wB97M-V def2-TZVPD def2/J DEFGRID3
* xyz 1 1
O 4.796 0.681 -0.916
C 4.162 0.384 0.221
O 3.989 -0.953 0.810
C 2.854 -1.682 0.223
C 1.989 -2.435 1.415
C 0.715 -1.560 1.971
C -0.751 -1.691 1.243
C -0.704 -0.463 0.157
N 0.266 0.458 0.487
C 0.547 1.675 -0.387
O -0.528 1.999 -1.338
C -0.208 1.582 -2.712
F -1.332 2.109 -3.572
F 1.034 2.169 -3.272
F -0.216 0.103 -2.924
C 0.955 0.050 1.771
H 3.711 1.295 0.844
H 2.192 -1.057 -0.515
H 3.330 -2.562 -0.428
H 2.724 -2.574 2.342
H 1.716 -3.521 1.051
H 0.468 -1.975 3.063
H -1.718 -1.854 1.901
H -0.639 -2.646 0.557
H -1.451 -0.486 -0.750
H 1.602 1.511 -0.864
H 0.642 2.610 0.346
H 0.297 0.524 2.623
H 2.028 0.448 2.019
O -0.044 5.019 -3.000
H -0.437 4.160 -2.781
H 0.434 4.853 -3.827
O 1.268 6.222 -0.367
H 0.943 5.932 -1.233
H 2.145 5.814 -0.298
O -2.142 6.773 -2.264
H -2.681 6.299 -1.613
H -1.431 6.150 -2.478
O 4.101 -0.486 3.839
H 5.049 -0.594 4.004
H 4.010 -0.638 2.887
O -4.666 4.921 -1.584
H -4.562 5.250 -2.489
H -5.559 4.547 -1.571
O 0.653 -3.017 -0.997
H 1.164 -3.824 -1.158
H 0.534 -2.635 -1.880
O 2.830 -4.857 -0.533
H 3.680 -4.817 -0.070
H 2.350 -5.566 -0.080
O 6.065 -2.996 1.777
H 5.396 -2.302 1.676
H 6.447 -3.082 0.891
O -2.020 -4.444 -0.406
H -1.917 -4.115 -1.312
H -2.914 -4.818 -0.394
O -1.225 -3.692 3.849
H -0.941 -3.523 4.760
H -2.168 -3.897 3.932
O 6.886 -3.610 4.564
H 7.397 -4.418 4.403
H 6.768 -3.229 3.681
O -7.435 4.981 -2.515
H -7.813 5.832 -2.249
H -7.380 5.041 -3.481
O 2.639 6.853 -3.467
H 2.923 7.022 -2.556
H 1.696 6.649 -3.385
O -7.417 1.963 -3.069
H -7.795 2.815 -2.802
H -7.361 2.024 -4.034
O 1.100 -2.008 5.501
H 1.299 -2.956 5.523
H 1.698 -1.628 6.162
O -1.087 2.555 2.846
H -0.480 3.292 3.008
H -0.665 2.057 2.130
O 7.655 -0.154 0.514
H 6.986 0.540 0.413
H 8.037 -0.241 -0.373
O -9.195 1.058 -4.822
H -8.905 0.518 -4.071
H -9.268 0.425 -5.552
O -0.267 -5.332 5.542
H -0.592 -5.622 4.676
H 0.609 -5.740 5.611
O 2.420 5.691 -6.040
H 2.619 4.743 -6.018
H 3.018 6.071 -5.379
O 1.062 -5.885 7.730
H 0.503 -5.117 7.541
H 0.577 -6.364 8.419
O -3.807 1.807 1.855
H -3.027 2.005 2.395
H -3.437 1.504 1.012
O -10.422 -0.577 -7.468
H -10.319 -0.248 -8.374
H -11.316 -0.951 -7.456
O -3.411 -3.921 2.042
H -3.804 -4.779 2.261
H -2.934 -4.087 1.215
O 2.783 -5.767 5.099
H 2.982 -6.715 5.121
H 3.381 -5.387 5.760
O 2.376 3.325 -7.976
H 1.752 2.918 -8.595
H 2.139 4.265 -7.989
*
```

---

2.
The following is a DFT calculation (ωB97M-V with the def2-TZVPD basis set) of a molecular structure, C9H68InN2O26 at a distorted geometry.

```
! RIJCOSX wB97M-V def2-TZVPD def2/J DEFGRID3
* xyz -1 1
C 5.295 -0.322 0.572
C 5.671 0.864 -0.451
N 4.525 1.703 -0.908
In 3.180 2.225 0.661
N 4.047 3.440 2.207
C 2.030 0.423 1.508
C 0.846 0.193 0.453
C -0.676 0.266 0.809
C -1.698 0.078 -0.358
C -1.203 -0.179 -1.847
C 0.336 -0.269 -2.199
C 1.341 -0.068 -1.022
H 4.433 -0.957 0.202
H 6.204 -1.028 0.639
H 5.154 0.113 1.611
H 6.468 1.539 0.006
H 6.110 0.372 -1.394
H 4.052 1.310 -1.729
H 1.888 3.263 -0.103
H 4.064 4.400 1.822
H 3.291 3.497 2.919
H 2.644 -0.540 1.470
H 1.649 0.613 2.563
H -1.021 0.470 1.888
H -2.819 0.166 -0.148
H -1.927 -0.286 -2.711
H 0.767 -0.433 -3.240
H 2.449 -0.108 -1.242
O -2.598 1.065 -4.895
H -2.166 1.519 -5.627
H -2.581 1.712 -4.175
O -4.955 -1.431 -0.369
H -4.236 -1.520 0.271
H -4.549 -0.969 -1.113
O -7.104 -3.066 -1.362
H -7.426 -3.383 -0.511
H -6.394 -2.449 -1.129
O 3.511 2.012 5.230
H 4.230 1.939 5.869
H 3.912 2.483 4.480
O -5.846 -4.154 0.810
H -5.401 -4.340 1.649
H -5.363 -3.399 0.450
O 8.329 1.456 -1.896
H 7.755 2.229 -1.837
H 8.213 1.146 -2.801
O -2.235 -0.638 3.471
H -2.096 -0.034 4.211
H -1.535 -1.296 3.572
O -7.171 -6.847 1.240
H -6.707 -5.999 1.180
H -6.463 -7.499 1.306
O -1.859 3.231 -2.885
H -1.412 3.046 -2.045
H -1.374 3.986 -3.246
O -0.266 -3.232 -0.339
H 0.167 -2.380 -0.410
H 0.445 -3.878 -0.260
O -2.375 3.027 0.013
H -3.118 3.599 0.254
H -2.775 2.345 -0.538
O 3.160 -1.917 -2.957
H 2.406 -2.417 -2.623
H 2.793 -1.047 -3.156
O 2.404 -0.431 6.136
H 2.852 -0.603 6.972
H 2.871 0.343 5.773
O -6.730 -8.270 3.479
H -7.496 -8.754 3.808
H -7.075 -7.388 3.287
O 1.542 0.714 -5.168
H 0.978 1.494 -5.103
H 1.421 0.413 -6.078
O -8.448 -5.891 -2.275
H -8.362 -6.181 -1.359
H -7.935 -5.072 -2.310
O 0.694 0.020 -8.355
H 0.950 -0.062 -9.280
H 0.216 -0.798 -8.170
O 3.713 -2.948 5.495
H 3.109 -2.187 5.518
H 3.844 -3.172 6.423
O 0.796 4.766 -2.486
H 0.924 5.370 -1.746
H 1.507 4.119 -2.382
O -5.179 3.500 -0.168
H -4.924 3.407 -1.096
H -5.665 2.688 0.023
O -2.402 5.924 -1.424
H -2.719 5.116 -1.849
H -1.554 5.668 -1.041
O -6.441 5.926 -1.802
H -5.978 5.246 -1.296
H -6.860 6.473 -1.128
O 2.710 6.114 2.185
H 2.393 5.793 3.037
H 3.402 6.746 2.415
O 6.588 0.053 3.701
H 6.843 -0.033 2.774
H 6.122 -0.770 3.892
O 10.281 -0.929 -0.849
H 9.682 -0.169 -0.831
H 10.410 -1.146 0.081
O -4.344 -5.891 3.141
H -4.659 -6.701 2.723
H -3.497 -6.142 3.525
*
```

---

3.
The following is a DFT calculation (ωB97M-V with the def2-TZVPD basis set) of 2 unconnected molecules or ions with the total composition C9H6Br2NO2S at a distorted geometry.

Values from the calculation:
Energy above the lowest of the compared OMol25 structures with the same formula, charge and spin: 0.1534 eV

```
! RIJCOSX wB97M-V def2-TZVPD def2/J DEFGRID3
* xyz -1 1
C -2.967 0.533 0.454
C -2.523 -0.792 0.487
C -2.141 1.633 0.185
C -0.306 0.115 0.088
C -1.156 -0.984 0.299
C -0.776 1.393 -0.045
C 3.843 -0.471 -0.474
C 1.228 -0.437 -0.248
C 2.506 0.331 -0.336
N 1.229 -1.733 -0.203
O 4.919 0.081 -0.441
O 3.817 -1.811 -0.355
S -0.178 -2.508 0.136
Br 0.449 2.910 -0.317
Br -6.511 -0.135 0.148
H -3.933 0.859 0.533
H -3.081 -1.700 0.595
H -2.411 2.691 0.211
H 2.852 0.817 0.585
H 2.344 1.142 -1.090
H 2.793 -1.933 -0.210
*
```

---

4.
The following is a DFT calculation (ωB97M-V with the def2-TZVPD basis set) of a molecular structure, C9H6Br4N2O5S at a distorted geometry.

Values from the calculation:
Energy above the lowest of the compared OMol25 structures with the same formula, charge and spin: 0.4652 eV

```
! RIJCOSX wB97M-V def2-TZVPD def2/J DEFGRID3
* xyz 0 1
O -2.604 -0.996 -0.147
O -0.030 -3.049 0.209
O 2.026 -2.017 -0.387
Br -0.983 2.815 4.238
Br 2.026 2.800 2.931
Br -3.239 0.697 3.153
Br 2.963 0.632 0.790
N 0.794 -0.715 -3.545
O -2.665 -2.211 1.774
O 0.638 0.722 -1.693
C -2.209 -1.217 0.985
C 0.500 -0.486 -2.322
C -0.513 1.488 2.935
C 0.768 1.469 2.367
C -1.469 0.583 2.462
C 1.169 0.493 1.408
C -1.122 -0.336 1.483
C 0.209 -0.434 0.953
N -0.017 -1.582 -1.779
C 1.173 1.805 -2.465
S 0.589 -1.791 -0.231
H 1.200 0.039 -4.093
H -3.285 -2.698 1.244
H 0.141 -2.371 -2.382
H 0.452 2.117 -3.195
H 1.355 2.682 -1.781
H 2.134 1.559 -2.910
*
```

---

5.
The following is a DFT calculation (ωB97M-V with the def2-TZVPD basis set) of C9H6Cl2N2O2 in the gas phase at a distorted geometry.

Values from the calculation:
Energy above the lowest of the compared OMol25 structures with the same formula, charge and spin: 3.8520 eV
Structure (SMILES): [O-][n+]1ccc(NO)c2cc(Cl)c(Cl)cc21

```
! RIJCOSX wB97M-V def2-TZVPD def2/J DEFGRID3
* xyz 0 1
O -0.584 1.551 2.887
N -0.223 0.717 2.020
C 0.376 -0.405 2.432
C 0.850 -1.355 1.513
C 0.707 -1.143 0.135
N 1.101 -2.104 -0.788
O 1.367 -3.422 -0.327
C 0.052 0.013 -0.272
C -0.186 0.237 -1.628
C -0.864 1.356 -2.080
Cl -1.009 1.558 -3.846
C -1.302 2.308 -1.138
Cl -2.149 3.786 -1.622
C -1.069 2.108 0.233
C -0.415 0.960 0.694
H 0.467 -0.596 3.513
H 1.252 -2.262 1.883
H 0.715 -1.968 -1.702
H 2.282 -3.781 -0.349
H 0.094 -0.409 -2.445
H -1.462 2.851 0.885
*
```

---

Result set for DFT total energy: -2917.709197 -2639.424605 -6098.095202 -11526.436744 -1526.808507 Ha, one per record in the order listed.
Result set for gap between HOMO and LUMO: 7.767 6.445 6.329 8.974 7.054 eV, one per record in the order listed.
Result set for E_HOMO: -12.20 -4.83 -4.13 -9.83 -7.57 eV, one per record in the order listed.